(1)
The following is a quantum chemistry calculation of one molecule with the formula C22H20ClN5OS, from the Open Molecules 2025 dataset.

E	-55993.447	eV
strongest force on any atom	0.0812	Eh/bohr
HOMO-LUMO gap	8.6	eV
structure (SMILES)	Cc1nn(-c2ccc(Cl)cc2)c2sc(C(=O)N3CCN(c4ccccn4)CC3)cc12
LUMO level	0.015	hartree

Each line ends with the Mulliken charge.
Positions of all 50 atoms, in Å:
Cl (4.71792, 5.72608, 4.02385)  -0.205
S (0.25817, 1.93774, -0.45022)  -0.266
O (-1.94268, 0.31303, -3.24457)  -0.700
N (-2.42690, -0.12846, -1.08861)  0.169
N (-3.12106, -2.22648, 0.68885)  0.214
N (3.14510, 2.51627, -0.81802)  0.812
N (4.03587, 2.25036, -1.86390)  -1.062
N (-2.83344, -3.21696, 2.80521)  -0.362
C (-3.01471, -5.79038, 1.72696)  -0.721
C (-2.71935, -4.30924, 3.59660)  -0.473
C (3.02939, 4.15408, 2.58222)  -0.835
C (-3.53306, -2.36699, -0.72258)  -0.629
C (-3.04524, -4.65784, 0.93791)  -0.302
C (3.35555, 1.55748, -2.76570)  0.631
C (3.83589, 1.06747, -4.08891)  -1.202
C (3.48611, 3.28228, 0.33194)  1.016
C (-2.01623, -0.09189, 0.29720)  -0.505
C (4.77384, 3.85110, 0.40255)  -0.471
C (1.90472, 1.97637, -1.10841)  0.506
C (5.15930, 4.58791, 1.55353)  -0.538
C (-1.55760, 0.35304, -2.05713)  0.547
C (-2.95288, -0.84686, 1.25322)  -1.127
C (2.65739, 3.40253, 1.46597)  -0.390
C (4.26371, 4.80550, 2.62751)  0.178
C (-3.63148, -0.96886, -1.41817)  -1.282
C (-2.86775, -5.58972, 3.10309)  -0.287
C (-2.99801, -3.37854, 1.50759)  0.684
C (-0.23856, 0.92583, -1.83798)  0.515
C (1.99308, 1.36370, -2.28703)  -0.233
C (0.75972, 0.77464, -2.75317)  -1.265
H (1.72054, 2.90289, 1.45696)  0.273
H (-2.56006, -4.13272, 4.66106)  0.369
H (-1.04270, -0.59505, 0.38369)  0.461
H (-3.76528, -1.12370, -2.47748)  0.405
H (-3.16074, -4.82339, -0.11367)  0.268
H (-4.50655, -0.43204, -1.01805)  0.370
H (6.13002, 5.03517, 1.53531)  0.409
H (-3.09581, -6.79407, 1.33064)  0.411
H (2.30599, 4.28452, 3.36487)  0.396
H (-2.47187, -0.87221, 2.26008)  0.386
H (-2.85725, -6.42601, 3.81485)  0.330
H (-3.91056, -0.34929, 1.33285)  0.306
H (-2.80017, -2.96495, -1.29676)  0.435
H (4.76933, 1.56216, -4.35335)  0.367
H (5.43504, 3.71594, -0.44999)  0.385
H (4.00095, -0.00265, -4.05404)  0.284
H (-4.46832, -2.85216, -0.84097)  0.507
H (0.63169, 0.28533, -3.71854)  0.460
H (-1.88722, 0.95673, 0.61505)  0.426
H (3.05615, 1.35234, -4.83232)  0.337

(2)
The following is a quantum chemistry calculation of one molecule with the formula C22H20F3O4P, from the Open Molecules 2025 dataset.

E	-48773.928	eV
strongest force on any atom	0.0202	Eh/bohr
HOMO-LUMO gap	9.7	eV
structure (SMILES)	Cc1cccc(OP(=O)(Oc2cccc(C)c2)O[C@@H](c2ccccc2)C(F)(F)F)c1
LUMO level	0.030	hartree

Each line ends with the Mulliken charge.
Positions of all 50 atoms, in Å:
P (-0.10165, 0.14621, 0.30324)  1.183
F (-1.72169, -2.26023, 0.76971)  -0.243
F (-3.82842, -2.03936, 1.13408)  -0.293
F (-3.07678, -2.01970, -0.87806)  -0.286
O (-0.09204, 0.11246, 1.76403)  -0.740
O (-1.54719, 0.26114, -0.35368)  -0.429
O (0.48700, -1.10987, -0.49067)  -0.381
O (0.56607, 1.41677, -0.39712)  -0.459
C (2.36163, -2.01481, -1.61521)  -0.690
C (2.63132, -1.18693, 0.62902)  0.508
C (-4.09739, 0.88821, -1.32627)  -0.321
C (4.84394, -1.20092, 1.78613)  -1.648
C (4.47896, 2.38370, 0.57874)  -0.606
C (3.98754, -1.48771, 0.59237)  0.585
C (2.87062, 1.57989, -0.99587)  0.136
C (-3.89983, 0.60150, 0.01732)  0.300
C (2.16257, 2.24830, 1.20671)  -0.320
C (3.47404, 2.56648, 1.51305)  -0.826
C (3.70788, -2.32898, -1.64660)  -0.589
C (-5.27097, 1.49687, -1.73512)  -0.677
C (-4.88120, 0.91827, 0.94711)  -0.294
C (1.83033, -1.43397, -0.47136)  -0.248
C (5.26385, 1.65726, -1.70184)  -1.466
C (-2.63758, -0.09089, 0.46210)  -0.337
C (-6.05570, 1.51994, 0.53076)  -0.645
C (-2.81720, -1.60873, 0.36618)  0.828
C (4.51782, -2.05811, -0.55705)  -0.749
C (4.18889, 1.88920, -0.68579)  0.629
C (-6.25114, 1.81089, -0.80903)  -0.409
C (1.87108, 1.74958, -0.05279)  0.059
H (1.36922, 2.36160, 1.92727)  0.503
H (5.57090, -2.29503, -0.59881)  0.398
H (4.68311, -1.96088, 2.55024)  0.378
H (-7.16775, 2.28223, -1.13058)  0.392
H (-4.72555, 0.68994, 1.99075)  0.406
H (2.19218, -0.75143, 1.51274)  0.734
H (5.03611, 2.18581, -2.62559)  0.368
H (-2.40156, 0.12199, 1.51486)  0.588
H (-6.81787, 1.76366, 1.25514)  0.404
H (2.61609, 1.18473, -1.96770)  0.512
H (3.71298, 2.95264, 2.49262)  0.404
H (6.22848, 1.99543, -1.33367)  0.369
H (5.32961, 0.59465, -1.93227)  0.259
H (4.58501, -0.23505, 2.21354)  0.306
H (5.49999, 2.62398, 0.83622)  0.351
H (-5.42112, 1.72183, -2.78014)  0.395
H (4.12913, -2.77915, -2.53311)  0.388
H (5.89741, -1.20167, 1.51895)  0.359
H (-3.32611, 0.63750, -2.03685)  0.414
H (1.71794, -2.20450, -2.45910)  0.500

(3)
The following is a quantum chemistry calculation of C22H20F4IrN9O2S as an isolated structure, from the Open Molecules 2025 dataset.

E	-65180.645	eV
net charge	+1
multiplicity	2
strongest force on any atom	0.0170	Eh/bohr
HOMO-LUMO gap (spin up / spin down)	7.6 / 5.2	eV
LUMO level (spin up / spin down)	-0.116 / -0.205	hartree

Each line ends with the Mulliken spin population.
Positions of all 59 atoms, in Å:
Ir (0.24187, 0.47805, 1.07505)  0.186
S (-2.28441, 0.95321, -0.00069)  0.005
F (4.07645, -2.78222, -2.40882)  -0.004
F (3.53326, -2.21995, 0.10334)  0.007
F (2.31164, 1.33876, -3.80506)  -0.004
F (1.83726, 2.00389, -1.27053)  0.007
O (-1.83226, 0.26933, 1.26541)  0.011
O (-3.09476, 2.11678, 0.15458)  0.000
N (0.79684, 0.03761, 3.09036)  -0.001
N (-4.41165, -2.88591, -3.84358)  0.000
N (-0.64589, 3.73129, -0.86060)  0.000
N (-0.75047, -4.47485, -2.26110)  0.000
N (2.17766, 0.28665, 0.78314)  0.550
N (0.10946, -1.49574, 0.61807)  0.009
N (0.75030, -3.57302, -0.49016)  0.001
N (0.16967, 2.56594, 1.03359)  0.010
N (-0.78371, 1.35344, -0.58034)  0.011
C (2.57655, -0.10323, -0.47946)  -0.002
C (2.21812, 0.44447, 3.20385)  0.018
C (3.18039, -0.74832, -3.16290)  0.119
C (-4.19013, -0.62208, -3.07812)  0.000
C (3.23582, -1.30802, -0.81941)  0.089
C (0.65389, 3.68682, 1.56353)  0.000
C (-0.19586, 4.85496, -0.31144)  0.002
C (2.58470, 0.45850, -2.84930)  -0.050
C (0.39901, -2.49208, 0.07682)  0.002
C (-3.69981, 0.27316, -2.16205)  0.000
C (0.61533, -1.38047, 3.48192)  -0.001
C (-0.06433, 0.86201, 3.96399)  0.000
C (3.50618, -1.61717, -2.13659)  -0.047
C (-2.96826, -0.19520, -1.06685)  0.000
C (-2.75882, -1.56402, -0.88370)  0.000
C (0.48460, 4.88664, 0.90328)  0.002
C (-3.95902, -2.00376, -2.92409)  0.000
C (-3.24088, -2.45979, -1.80374)  0.000
C (-0.06789, -4.04296, -1.43599)  0.000
C (2.94943, -0.09748, 1.96507)  -0.047
C (2.29451, 0.78359, -1.54153)  0.079
C (-0.42249, 2.63318, -0.17893)  -0.003
H (3.97249, 0.27098, 1.88635)  0.014
H (3.40272, -1.00471, -4.18965)  0.006
H (0.23342, 0.73931, 5.00827)  0.000
H (0.01900, 1.90941, 3.68543)  0.000
H (-4.96853, -2.58489, -4.62149)  0.000
H (-1.09912, 0.54954, 3.84274)  0.000
H (-0.38446, 5.76647, -0.86603)  0.000
H (2.67505, 0.04719, 4.11304)  -0.001
H (0.81800, -1.48894, 4.54950)  -0.001
H (-2.21607, -1.91311, -0.01824)  -0.001
H (1.16418, 3.62161, 2.51688)  0.001
H (2.26153, 1.53325, 3.25395)  0.001
H (3.00425, -1.18411, 2.02238)  0.029
H (-0.40843, -1.67607, 3.26788)  0.000
H (-4.26972, -3.87150, -3.71743)  0.000
H (-4.75211, -0.26748, -3.93240)  0.000
H (1.27817, -2.02741, 2.91547)  0.000
H (-3.05093, -3.51660, -1.67385)  0.000
H (0.85923, 5.81057, 1.31590)  0.000
H (-3.87093, 1.33447, -2.28576)  0.000

(4)
The following is a quantum chemistry calculation of C22H20IrN3OS as an isolated structure, from the Open Molecules 2025 dataset.

E	-43314.474	eV
net charge	+2
multiplicity	5
strongest force on any atom	0.0102	Eh/bohr
HOMO-LUMO gap (spin up / spin down)	7.3 / 6.6	eV
LUMO level (spin up / spin down)	-0.236 / -0.303	hartree

Each line ends with the Mulliken spin population.
Positions of all 48 atoms, in Å:
Ir (0.02223, 0.01627, -0.57965)  2.517
S (1.73969, -2.74468, -0.27298)  0.037
O (1.14474, -1.69580, -1.25777)  0.111
N (0.05208, -0.31952, 1.60268)  0.527
N (1.50457, 1.33402, 0.07881)  0.041
N (-1.89530, -0.71333, -0.19136)  0.045
C (-2.03032, -1.28472, 1.04611)  0.018
C (2.70302, 0.72795, 4.01600)  -0.048
C (3.36705, 2.77939, -0.29816)  -0.014
C (3.61859, -4.47168, -1.07541)  0.001
C (1.92461, 1.09913, 1.36099)  0.013
C (1.13523, 0.23673, 2.21224)  -0.040
C (1.19237, -4.35977, -0.89517)  0.001
C (-4.14193, -2.22719, 0.34443)  0.048
C (2.32521, -4.93389, -1.74225)  0.003
C (3.80918, 2.56223, 0.97715)  0.048
C (-1.00637, -1.05583, 2.04134)  -0.046
C (1.54598, 0.10227, 3.53799)  0.199
C (-2.83962, -0.87687, -1.11143)  0.044
C (-3.98245, -1.64432, -0.88196)  -0.014
C (-3.16782, -2.04313, 1.35032)  -0.030
C (3.44626, -2.97506, -0.84013)  0.004
C (-2.36934, -2.33355, 3.61048)  -0.048
C (-3.31785, -2.57884, 2.65544)  0.182
C (-1.23054, -1.57526, 3.31577)  0.199
C (3.08043, 1.72257, 1.84809)  -0.029
C (2.19205, 2.15025, -0.71225)  0.044
C (3.46786, 1.51319, 3.19692)  0.182
H (3.76385, -4.99231, -0.12624)  0.000
H (4.12348, -2.54503, -0.10514)  0.000
H (2.98700, 0.58583, 5.04956)  0.000
H (0.98504, -0.49773, 4.23259)  -0.002
H (-2.69019, -0.36999, -2.05536)  0.000
H (1.78844, 2.32126, -1.70119)  0.000
H (-5.01755, -2.82697, 0.56271)  0.001
H (4.36530, 1.99186, 3.56768)  0.003
H (4.49687, -4.66192, -1.68989)  0.001
H (-2.49479, -2.72427, 4.61081)  0.000
H (0.25989, -4.17701, -1.42838)  0.001
H (-4.19524, -3.17022, 2.88449)  0.003
H (-4.71689, -1.75531, -1.66651)  0.000
H (4.71424, 3.03652, 1.33762)  0.001
H (-0.52436, -1.41399, 4.11100)  -0.001
H (2.26325, -4.55462, -2.76272)  0.000
H (3.48964, -2.40119, -1.76858)  -0.001
H (2.25621, -6.01915, -1.78503)  0.000
H (3.89526, 3.42697, -0.98293)  0.001
H (0.98764, -4.96431, -0.01053)  0.000